(1)
Molecular formula: C44H59NO3P2SSiTi
Method: DFT, ωB97M-V/def2-TZVPD

Computed properties:
Highest occupied orbital energy (spin up / spin down) ... -10.8489 / -10.6812 eV
Gap between HOMO and LUMO (spin up / spin down) ... 7.6 / 7.7 eV
Relative energy (zero: lowest compared OMol25 entry of this formula, charge and spin) ... 15.5 kcal per mole
LUMO (spin up / spin down) ... -3.205 / -2.999 eV

Structure (ORCA input):
```
! wB97M-V def2-TZVPD RIJCOSX def2/J DEFGRID3
* xyz 1 2
Ti -0.08691 -0.23787 -0.73901
C 0.61920 1.92077 2.69862
Si 0.91812 0.58708 1.43083
C 2.54564 1.11707 0.55017
C 3.73841 1.01971 1.28423
C 4.94324 1.47319 0.77931
C 4.99419 2.04664 -0.48924
C 3.83996 2.14672 -1.24164
C 2.61866 1.66673 -0.74289
P 1.06988 1.80122 -1.68121
C 0.62309 3.56439 -1.72424
C 0.22541 4.01610 -0.30940
C -0.35712 5.42800 -0.34990
C 0.61419 6.41380 -0.99948
C 1.07042 5.93095 -2.37743
C 1.67256 4.52485 -2.29353
C 1.28059 1.15460 -3.40785
C 2.59214 1.37336 -4.17689
C 2.42275 0.85797 -5.60501
C 1.37784 1.69383 -6.37930
C 0.43613 2.44916 -5.43199
C 0.03606 1.55100 -4.26182
C 1.46287 -0.95754 2.40738
C 1.92889 -0.84233 3.72378
C 2.29486 -1.95240 4.47203
C 2.19715 -3.22214 3.92049
C 1.73501 -3.36870 2.62275
C 1.36761 -2.25102 1.86975
P 0.68958 -2.47251 0.19832
C -0.74300 -3.63350 0.34752
C -0.46863 -5.15054 0.35716
C -0.47925 -5.73815 -1.05225
C -1.88100 -5.60837 -1.69190
C -2.69077 -4.46208 -1.07270
C -1.77240 -3.28739 -0.75872
C 2.02182 -3.10666 -0.89427
C 2.87322 -4.28691 -0.42827
C 3.71182 -4.79656 -1.61962
C 4.14591 -3.65742 -2.56242
C 4.30302 -2.35686 -1.78333
C 2.95522 -1.90943 -1.19625
H 1.55385 2.14234 3.22074
H -0.13367 1.62146 3.43355
H 0.27631 2.84268 2.22248
H 3.71980 0.57861 2.27613
H 5.84438 1.39620 1.37708
H 5.93117 2.42009 -0.88369
H 3.89015 2.60581 -2.21664
H -0.27504 3.62024 -2.34798
H 1.11955 4.00690 0.32514
H -0.49202 3.32113 0.13239
H -0.60624 5.75268 0.66168
H -1.29408 5.41044 -0.91709
H 1.49188 6.53435 -0.35452
H 0.14550 7.39538 -1.08282
H 1.80236 6.62079 -2.80053
H 0.21438 5.91420 -3.06169
H 2.53183 4.54980 -1.61594
H 2.03434 4.20684 -3.26987
H 1.23155 0.06740 -3.26090
H 3.40893 0.85353 -3.67794
H 2.85989 2.43049 -4.21214
H 2.10629 -0.19064 -5.56015
H 3.38339 0.86397 -6.12100
H 0.78036 1.03213 -7.00950
H 1.87377 2.39697 -7.04963
H -0.45686 2.77246 -5.96884
H 0.91726 3.35793 -5.06143
H -0.42059 0.64689 -4.67190
H -0.74127 2.02075 -3.65859
H 2.00130 0.13812 4.18342
H 2.64912 -1.82736 5.48844
H 2.46880 -4.09511 4.50046
H 1.65241 -4.36387 2.20690
H -1.15702 -3.34529 1.31539
H -1.26479 -5.62236 0.93808
H 0.45238 -5.39207 0.87878
H -0.17565 -6.78441 -1.01930
H 0.26910 -5.22565 -1.66581
H -2.43190 -6.54314 -1.57756
H -1.77652 -5.43907 -2.76620
H -3.18284 -4.78737 -0.15178
H -3.48757 -4.14271 -1.74505
H -2.35609 -2.41656 -0.45768
H -1.24540 -3.02764 -1.68488
H 1.51299 -3.38992 -1.82266
H 2.27666 -5.10492 -0.03331
H 3.52234 -3.94476 0.38196
H 3.12829 -5.53231 -2.17788
H 4.58971 -5.31932 -1.23597
H 3.39897 -3.51586 -3.35146
H 5.07610 -3.91778 -3.06762
H 4.71443 -1.56476 -2.41086
H 5.01759 -2.50805 -0.96984
H 2.45951 -1.22572 -1.89505
H 3.13461 -1.34354 -0.28075
O -5.80844 -0.10502 -3.33812
S -4.92898 -1.11166 -2.84980
O -5.41644 -2.22736 -2.09970
N -3.71440 -0.38704 -1.95796
C -2.59026 -0.64130 -2.49044
O -1.43914 -0.24861 -1.91622
C -2.55830 -1.43414 -3.74510
C -1.48632 -1.90992 -4.47782
C -1.75499 -2.67455 -5.60695
C -3.06927 -2.95045 -5.98361
C -4.14481 -2.48687 -5.23435
C -3.85388 -1.73031 -4.11772
H -0.46664 -1.70181 -4.17852
H -0.93803 -3.06320 -6.20165
H -3.25528 -3.53613 -6.87408
H -5.16669 -2.71091 -5.51454
*
```

Here are the Mulliken charges for atoms 1 to 99, given in e:
1 Ti -1.20
2 C -1.30
3 Si 0.93
4 C 0.36
5 C -0.44
6 C -1.06
7 C -1.03
8 C -0.67
9 C 1.35
10 P -0.98
11 C 0.85
12 C -0.98
13 C -1.14
14 C -0.72
15 C -0.92
16 C -0.50
17 C 1.89
18 C -0.74
19 C -0.84
20 C -0.78
21 C -1.16
22 C -0.45
23 C 0.31
24 C -0.29
25 C -0.99
26 C -1.00
27 C -0.79
28 C 0.36
29 P 0.10
30 C 0.98
31 C -1.30
32 C -0.15
33 C -1.14
34 C -1.07
35 C -0.19
36 C 0.61
37 C -0.84
38 C -0.99
39 C -0.79
40 C -0.99
41 C 0.34
42 H 0.37
43 H 0.43
44 H 0.35
45 H 0.45
46 H 0.45
47 H 0.47
48 H 0.51
49 H 0.96
50 H 0.25
51 H 0.38
52 H 0.43
53 H 0.36
54 H 0.33
55 H 0.40
56 H 0.42
57 H 0.34
58 H 0.31
59 H -0.02
60 H -0.79
61 H 0.44
62 H 0.23
63 H 0.30
64 H 0.50
65 H 0.35
66 H 0.40
67 H 0.51
68 H 0.16
69 H 0.08
70 H 0.55
71 H 0.36
72 H 0.45
73 H 0.46
74 H 0.28
75 H 0.69
76 H 0.67
77 H 0.34
78 H 0.63
79 H -0.19
80 H 0.39
81 H 0.35
82 H 0.41
83 H 0.24
84 H 0.49
85 H -0.37
86 H 0.56
87 H 0.20
88 H 0.54
89 H 0.33
90 H 0.45
91 H 0.25
92 H 0.55
93 H 0.51
94 H 0.44
95 H -0.20
96 H -0.49
97 O -0.68
98 S 1.23
99 O -0.61

=====

(2)
Molecular formula: C44H60Al3F5NaO15SV
Method: DFT, ωB97M-V/def2-TZVPD

Computed properties:
Highest occupied orbital energy ... -11.9155 eV
Gap between HOMO and LUMO ... 1.0 eV
LUMO ... -10.915 eV

Structure (ORCA input):
```
! wB97M-V def2-TZVPD RIJCOSX def2/J DEFGRID3
* xyz 2 1
C 9.08378 1.21625 3.70184
C 8.83942 0.90082 2.54199
C 8.25863 0.38490 1.18752
C 7.98777 1.57693 0.14120
C 7.04346 0.96866 -0.98415
C 6.06776 2.01518 -1.69950
C 5.55452 1.24596 -3.02124
C 4.51586 0.09150 -2.75871
C 3.96242 -0.61808 -3.98641
C 2.97613 -1.73751 -3.79597
C 2.50153 -2.17081 -2.42626
C 3.02744 -1.48313 -1.21044
C 2.63425 -1.84628 0.28229
C 4.01446 -0.35980 -1.42844
O 7.00900 2.96377 -2.27791
C 6.93310 4.21573 -1.57800
O 7.71561 5.10712 -1.60000
O 5.74971 4.11723 -0.85223
C 5.05409 2.85440 -0.83081
S 4.86644 2.49574 0.98856
C 3.57914 3.05528 -1.33561
C 3.26988 4.58916 -1.52991
O 1.86728 4.90844 -1.58288
C 1.17485 4.11012 -2.55502
C -0.11412 4.79069 -3.16595
O -0.92223 5.49975 -2.20073
C -1.97563 4.71942 -1.73131
C -1.74028 3.62268 -0.73132
C -2.86335 2.78523 -0.16683
C -4.29411 2.97684 -0.57520
C -5.49737 2.13020 0.04909
C -4.99658 1.21256 1.24516
C -6.46144 3.24442 0.73722
C -6.39636 1.40068 -1.04449
C -5.92400 -0.05419 -1.47828
C -6.69444 -0.36130 -2.86861
C -4.37436 -0.17587 -1.82860
C -6.43363 -1.21957 -0.48615
C -4.53757 4.07190 -1.60923
C -3.41820 4.91144 -2.17464
H 9.33500 1.14141 4.80359
H 7.30217 -0.19852 1.40690
H 8.99146 -0.33578 0.70694
H 9.00084 1.84302 -0.30727
H 7.60318 2.51651 0.62812
H 6.53477 0.05919 -0.54410
H 7.74875 0.57305 -1.80483
H 5.11507 1.99695 -3.73992
H 6.45887 0.76473 -3.57324
H 4.27596 -0.36372 -5.03940
H 2.54690 -2.30017 -4.67879
H 1.77395 -3.01932 -2.29932
H 3.61174 -1.82323 0.87398
H 1.95224 -1.08182 0.75848
H 2.24759 -2.92276 0.38686
H 4.41363 0.13431 -0.49925
H 5.14953 1.17515 1.26253
H 2.87851 2.68175 -0.51840
H 3.30433 2.44296 -2.24956
H 3.68998 5.20544 -0.66815
H 3.78740 4.98799 -2.46082
H 1.88316 3.86481 -3.40987
H 0.82367 3.16114 -2.01838
H -0.70042 3.98308 -3.71996
H 0.22278 5.52213 -3.96522
H -0.68362 3.43348 -0.37200
H -2.56934 2.01529 0.60155
H -5.88114 0.60596 1.62322
H -4.06978 0.61084 1.03645
H -4.72199 1.92004 2.09932
H -7.50527 3.24767 0.21977
H -6.58330 3.01803 1.87048
H -6.04232 4.28405 0.60074
H -7.45399 1.30355 -0.62892
H -6.45898 2.02057 -1.99351
H -6.61177 0.53198 -3.55088
H -7.80610 -0.49323 -2.63017
H -6.35040 -1.33255 -3.33065
H -4.22188 -1.25171 -2.18471
H -3.68080 -0.03665 -0.95363
H -4.15073 0.47568 -2.72057
H -6.18647 -2.20641 -1.00533
H -7.57371 -1.21720 -0.37684
H -5.87730 -1.23883 0.49769
H -5.58719 4.29492 -1.96085
H -3.64872 5.73586 -2.91885
O 5.01117 8.85367 -4.64477
V 4.19291 7.36237 -4.63400
O 3.32562 5.88820 -4.71595
F 6.40413 5.83533 -3.14258
Na -8.51346 2.28718 1.33070
C 1.44458 -7.55977 0.53858
C 0.40368 -8.29763 1.11109
C -0.54840 -7.46351 1.95218
O -1.55510 -7.89830 2.47571
C -0.22782 -6.04314 2.14954
C 0.81786 -5.30900 1.58939
C 1.70887 -6.11672 0.66269
O 2.62704 -5.64758 0.02200
O 1.07077 -4.11993 1.76493
O 0.19397 -9.49847 0.99863
H 2.16751 -8.07303 -0.08834
H -0.91835 -5.53948 2.81788
Al -8.34425 -0.63788 2.37947
O -7.04292 6.01288 1.57808
H -6.18711 6.16679 1.98460
C -5.51244 -4.49544 1.12725
O -4.37922 -4.67745 1.95725
C -4.71980 -4.74091 3.32959
C -4.73927 -6.18352 3.83886
O -5.77847 -6.92554 3.23041
C -5.30890 -7.75664 2.17381
H -5.21858 -4.70888 0.09860
H -6.33316 -5.16330 1.39888
H -5.84603 -3.45309 1.18815
H -5.68039 -4.24873 3.51423
H -3.94347 -4.18498 3.88049
H -4.93981 -6.17010 4.91487
H -3.77017 -6.66793 3.68369
H -4.81078 -8.63581 2.59192
H -4.62043 -7.22633 1.51010
H -6.17065 -8.08515 1.59209
F 8.59250 1.03562 7.37263
Al 6.83909 1.13393 7.26955
F 6.28069 0.11999 5.94024
F 6.36395 2.79777 6.96992
F 6.12275 0.57734 8.77170
O -4.39396 -2.91646 5.56143
H -5.02927 -3.07845 6.26457
Al 7.63598 -0.43404 -2.92328
*
```

Here are the Mulliken charges for atoms 1 to 99, given in e:
1 C 0.10
2 C -0.94
3 C -0.05
4 C -0.90
5 C -0.79
6 C 0.77
7 C -1.31
8 C 0.66
9 C -0.96
10 C -0.68
11 C -0.48
12 C 0.14
13 C -0.63
14 C 0.64
15 O -0.35
16 C 0.53
17 O -0.43
18 O -0.40
19 C 1.95
20 S -0.18
21 C -1.15
22 C -0.44
23 O -0.39
24 C -0.07
25 C -0.74
26 O -0.38
27 C -0.11
28 C -0.51
29 C -0.21
30 C -0.42
31 C 2.97
32 C -1.15
33 C -1.46
34 C -0.84
35 C 1.25
36 C -1.47
37 C -1.47
38 C -0.85
39 C -0.34
40 C -0.92
41 H 0.40
42 H 0.21
43 H 0.35
44 H 0.41
45 H 0.45
46 H 0.25
47 H 0.70
48 H 0.62
49 H 0.25
50 H 0.40
51 H 0.33
52 H 0.39
53 H 0.29
54 H 0.31
55 H -0.11
56 H -0.04
57 H 0.20
58 H 0.34
59 H 0.07
60 H 0.35
61 H 0.20
62 H 0.31
63 H 0.21
64 H 0.33
65 H 0.32
66 H 0.52
67 H 0.31
68 H -0.58
69 H 0.34
70 H 0.59
71 H 0.19
72 H 0.39
73 H 0.17
74 H 0.05
75 H 0.33
76 H 0.42
77 H 0.35
78 H 0.37
79 H 0.49
80 H 0.20
81 H 0.33
82 H 0.33
83 H 0.21
84 H 0.00
85 H 0.35
86 H 0.35
87 O -0.60
88 V 1.75
89 O -0.73
90 F -0.51
91 Na 0.81
92 C -0.34
93 C 0.23
94 C 0.41
95 O -0.51
96 C -0.37
97 C 0.53
98 C 0.55
99 O -0.53